# 1
This record from the Open Molecules 2025 dataset describes an isolated molecule of C6H8O2S2 at a distorted geometry. The level of theory is ωB97M-V with the def2-TZVPD basis set.

Last column: natural (NBO) charge in e.
Geometry (Å):
C1 -1.04 0.62 0.55  -0.25
C2 -0.06 1.12 -0.21  -0.16
C3 -0.89 -0.64 1.18  -0.32
C4 0.55 -1.26 0.68  -0.32
C5 0.20 2.37 -0.85  -0.10
C6 0.70 -2.73 0.13  -0.07
O1 -0.36 3.48 -0.23  -0.73
O2 0.55 -2.71 -1.25  -0.74
S1 1.29 0.05 -0.41  0.28
S2 0.45 -0.90 2.39  0.21
H1 -1.96 1.16 0.66  0.23
H2 -1.80 -1.11 1.44  0.24
H3 -0.12 2.34 -1.89  0.19
H4 1.29 2.58 -0.75  0.19
H5 -0.11 -3.48 0.53  0.19
H6 1.70 -3.15 0.46  0.17
H7 -1.00 4.07 -0.75  0.49
H8 0.60 -1.82 -1.68  0.48

- calculated total energy (eV) = -32114.5668
- HOMO level (Eh) = -0.31095
- SMILES = OCC1=C[C@@H]2S[C@]2(CO)S1
- lowest unoccupied orbital energy (Eh) = 0.0167
- maximum force (hartree/bohr) = 0.06373
- orbital gap (Eh) = 0.3277


# 2
This record from the Open Molecules 2025 dataset describes a structure of composition C8H28BO8 at a distorted geometry. The level of theory is ωB97M-V with the def2-TZVPD basis set.

Last column: natural (NBO) charge in e.
Geometry (Å):
B1 0.56 0.13 -0.14  -0.64
H1 0.20 0.80 0.63  0.08
H2 1.11 0.68 -0.89  0.01
H3 1.10 -0.67 0.32  0.06
H4 -0.34 -0.27 -0.60  0.04
C1 1.44 2.91 -1.61  -0.09
C2 1.03 2.99 -0.10  -0.11
O1 1.51 2.00 0.67  -0.75
O2 0.89 1.76 -2.26  -0.73
H5 2.53 2.91 -1.63  0.15
H6 1.16 3.79 -2.19  0.17
H7 -0.06 3.03 0.00  0.18
H8 1.34 3.93 0.38  0.16
H9 1.12 1.18 0.35  0.44
H10 0.81 1.03 -1.64  0.45
C3 -2.08 -2.50 1.83  -0.06
C4 -1.26 -1.63 0.90  -0.15
O3 0.08 -1.84 0.87  -0.74
O4 -1.68 -3.80 1.78  -0.70
H11 -3.14 -2.43 1.60  0.13
H12 -1.96 -2.27 2.88  0.17
H13 -1.45 -0.58 1.10  0.21
H14 -1.59 -1.86 -0.12  0.15
H15 0.47 -1.13 0.34  0.40
H16 -1.73 -4.06 0.86  0.45
C5 2.27 -1.67 -1.82  -0.11
C6 0.88 -2.35 -1.87  -0.11
O5 -0.20 -1.39 -1.84  -0.74
O6 2.57 -1.15 -0.48  -0.76
H17 2.36 -0.84 -2.53  0.18
H18 3.04 -2.41 -2.05  0.17
H19 0.78 -3.04 -1.03  0.19
H20 0.86 -2.92 -2.79  0.16
H21 -0.13 -0.87 -1.04  0.39
H22 1.86 -0.55 -0.23  0.44
C7 -2.22 1.38 0.79  -0.10
C8 -1.29 1.67 1.99  -0.11
O7 -0.56 0.48 2.31  -0.75
O8 -1.45 1.43 -0.40  -0.75
H23 -2.95 2.18 0.69  0.17
H24 -2.75 0.44 0.93  0.17
H25 -1.99 1.84 2.81  0.17
H26 -0.60 2.51 1.87  0.20
H27 0.23 0.37 1.78  0.49
H28 -0.76 0.76 -0.40  0.46

- total charge = -1
- calculated total energy (eV) = -25788.9194
- HOMO level (Eh) = -0.20049
- lowest unoccupied orbital energy (Eh) = 0.1224
- maximum force (hartree/bohr) = 0.14321
- orbital gap (Eh) = 0.3229


# 3
This record from the Open Molecules 2025 dataset describes an isolated molecule of C4H8O2. The level of theory is ωB97M-V with the def2-TZVPD basis set.

Last column: natural (NBO) charge in e.
Geometry (Å):
C1 -0.95 -0.41 -1.19  -0.66
C2 -0.37 0.59 -0.22  0.14
O1 -1.27 0.38 1.19  -0.78
C3 0.93 0.41 0.42  -0.71
C4 1.69 -0.83 0.34  0.39
O2 1.31 -1.91 -0.08  -0.62
H1 -2.00 -0.18 -1.39  0.21
H2 -0.39 -0.34 -2.13  0.24
H3 -0.83 -1.42 -0.81  0.26
H4 -0.60 1.63 -0.49  0.20
H5 -1.60 1.24 1.52  0.49
H6 -0.17 0.27 1.49  0.49
H7 1.52 1.31 0.60  0.23
H8 2.72 -0.74 0.75  0.10

- calculated total energy (eV) = -8369.7167
- HOMO level (Eh) = -0.31547
- lowest unoccupied orbital energy (Eh) = 0.0144
- maximum force (hartree/bohr) = 0.00688
- orbital gap (Eh) = 0.3298


# 4
This record from the Open Molecules 2025 dataset describes a structure of composition C30H30AlClN6OSe2 at a distorted geometry. The level of theory is ωB97M-V with the def2-TZVPD basis set.

Last column: Löwdin charge in e.
Geometry (Å):
Al1 0.07 0.43 0.87  0.21
Cl1 -6.25 -0.50 4.06  0.73
C1 -4.82 -0.53 3.09  -0.64
C2 -4.32 -1.72 2.56  -0.06
C3 -3.09 -1.76 2.02  -0.07
C4 -2.30 -0.64 1.92  -0.37
O1 -1.05 -0.79 1.48  -0.06
C5 -2.85 0.64 2.30  -0.12
C6 -2.00 1.78 2.47  0.02
N1 -0.77 1.83 2.09  0.09
C7 0.12 2.85 2.39  -0.18
C8 -0.07 4.15 2.66  0.01
C9 0.99 5.05 2.90  -0.03
C10 2.30 4.62 2.94  0.03
C11 2.56 3.23 2.66  -0.11
C12 3.86 2.66 2.68  0.06
C13 4.00 1.42 2.14  -0.01
C14 2.95 0.73 1.60  -0.07
N2 1.74 1.22 1.61  0.09
C15 1.50 2.42 2.22  -0.11
C16 -4.10 0.64 2.91  -0.04
H1 -4.85 -2.65 2.68  0.13
H2 -2.70 -2.74 1.64  0.15
H3 -2.41 2.65 2.89  0.13
H4 -1.05 4.55 2.87  0.13
H5 0.75 6.10 2.99  0.12
H6 3.13 5.30 3.15  0.14
H7 4.67 3.16 3.10  0.12
H8 4.98 0.93 2.24  0.14
H9 3.02 -0.28 1.16  0.13
H10 -4.56 1.56 3.26  0.13
Se1 -2.57 -1.74 -2.95  0.72
Se2 -2.95 -0.57 -0.95  0.78
C17 -2.03 1.15 -1.19  -0.46
C18 -2.62 2.20 -2.00  -0.05
C19 -1.80 3.14 -2.54  -0.01
C20 -0.46 3.30 -2.09  0.02
C21 -0.02 2.38 -1.16  -0.11
N3 -0.75 1.34 -0.67  0.02
C22 -1.76 -3.30 -2.09  -0.67
C23 -2.15 -4.53 -2.54  -0.10
C24 -1.67 -5.66 -1.91  -0.02
C25 -0.90 -5.48 -0.77  -0.03
C26 -0.55 -4.19 -0.37  -0.12
N4 -0.99 -3.11 -1.03  -0.02
H11 -3.63 2.14 -2.42  0.13
H12 -2.25 3.73 -3.31  0.12
H13 0.27 3.97 -2.53  0.13
H14 0.92 2.57 -0.67  0.12
H15 -2.83 -4.61 -3.38  0.11
H16 -1.99 -6.64 -2.28  0.13
H17 -0.48 -6.30 -0.20  0.12
H18 0.04 -4.04 0.51  0.11
C27 1.60 -2.16 -2.91  -0.05
C28 2.48 -1.08 -2.28  -0.62
C29 3.60 -1.75 -1.50  -0.03
C30 3.02 -0.16 -3.40  -0.04
N5 1.71 -0.17 -1.42  -0.02
N6 0.99 -0.91 -0.44  0.04
H19 2.09 -2.61 -3.81  0.11
H20 0.61 -1.86 -3.14  0.04
H21 1.59 -3.12 -2.29  0.10
H22 4.15 -2.42 -2.19  0.12
H23 3.12 -2.30 -0.73  0.05
H24 4.28 -1.02 -1.08  0.09
H25 3.74 -0.60 -4.15  0.12
H26 3.67 0.65 -3.05  0.08
H27 2.21 0.33 -3.93  0.08
H28 1.00 0.28 -2.00  0.10
H29 1.64 -1.50 0.10  0.11
H30 0.27 -1.65 -0.79  0.10

- total charge = +2
- calculated total energy (eV) = -192387.2251
- HOMO level (Eh) = -0.48581
- lowest unoccupied orbital energy (Eh) = -0.2325
- maximum force (hartree/bohr) = 0.06443
- orbital gap (Eh) = 0.2533